{"formula": "C4H11NO2", "method": "the ωB97M-V functional and the def2-TZVPD basis", "symbols": ["C", "N", "C", "C", "C", "O", "H", "H", "H", "H", "H", "H", "H", "H", "H", "H", "H", "O"], "coordinates": [[0.636, -1.644, 1.429], [0.577, -0.722, 0.290], [-0.958, 1.067, -0.344], [0.015, 0.587, 0.702], [1.160, 1.547, 0.917], [0.984, 2.734, 1.053], [1.198, -1.158, 2.219], [0.950, -2.641, 1.122], [-0.361, -1.858, 1.844], [-0.104, -1.037, -0.394], [-1.698, 1.812, -0.056], [-1.658, 0.272, -0.562], [-0.547, 1.234, -1.338], [-0.522, 0.527, 1.654], [2.185, 1.152, 1.068], [-0.651, -1.415, -3.234], [-0.216, 0.060, -3.223], [-0.990, -0.516, -3.147]], "forces_ev_per_a": [[-1.1413, -0.1096, -0.4404], [-0.7234, 0.3465, 0.2002], [-1.2637, -0.3825, -0.5933], [0.7028, -0.2622, -0.4639], [-0.0773, 0.9760, 0.8921], [0.0341, -0.1352, -0.2756], [0.4994, -0.4458, 0.0824], [0.8179, 0.2576, 0.0980], [-0.1275, 0.3629, 0.1219], [0.3384, -0.5201, 0.0377], [0.8006, 0.7239, 0.1969], [-0.0964, -0.7851, 0.0849], [0.3541, 0.5799, 0.3096], [0.0208, -0.1107, 0.1623], [-0.1812, -0.3698, -0.3055], [0.0087, 0.1716, -0.0625], [-0.1616, -0.2458, -0.0382], [0.1956, -0.0517, -0.0065]], "lowdin_charge": [-0.12, -0.09, -0.06, -0.38, -0.22, 0.05, 0.08, 0.08, 0.08, 0.08, 0.09, 0.07, 0.07, 0.15, 0.13, 0.04, 0.04, -0.06], "smiles": "CN[C@H](C)C=O.O", "charge": 0, "e_above_lowest_kj_mol": 180.9, "e_tot_ev": -9910.3669, "homo_lumo_gap_ev": 10.0, "lumo_ha": 0.0240}

{"formula": "H10N6P2", "method": "the ωB97M-V functional and the def2-TZVPD basis", "symbols": ["N", "N", "N", "N", "N", "N", "P", "P", "H", "H", "H", "H", "H", "H", "H", "H", "H", "H"], "coordinates": [[-0.156, 0.257, -1.662], [2.328, -1.436, 0.210], [2.757, 1.064, -0.400], [-1.100, 1.462, 0.780], [-2.715, -0.233, -0.516], [-0.535, -1.047, 0.648], [1.809, 0.094, 0.573], [-1.042, 0.217, -0.422], [1.802, -1.691, -0.604], [2.068, -2.098, 1.042], [2.620, 2.022, -0.287], [2.974, 0.851, -1.314], [-1.953, 1.488, 1.422], [-0.743, 2.330, 0.472], [-3.124, 0.131, -1.443], [-3.291, -0.261, 0.395], [-0.341, -1.689, -0.069], [-1.358, -1.460, 1.174]], "forces_ev_per_a": [[0.6902, 0.3100, 0.9980], [-0.2586, -1.3437, 1.8989], [-0.6360, -1.7232, 2.2026], [-1.4524, -1.1696, 0.7358], [-0.5707, 0.5844, -0.8790], [-1.8186, -0.0353, 1.6033], [-0.1177, 1.7345, -0.1461], [-1.1863, 0.0449, 1.7719], [0.0237, -0.8369, -0.8438], [0.4021, 1.6240, -2.2320], [-0.4356, 1.7078, 0.3182], [0.6430, -0.8076, -2.3175], [1.8182, 0.3151, -1.5215], [-0.0379, 1.0270, -0.0978], [0.2230, -0.7614, 2.5143], [0.9615, 0.4559, -2.5469], [0.3636, -1.7503, -0.9058], [1.3886, 0.6244, -0.5525]], "lowdin_charge": [-0.35, -0.24, -0.17, -0.17, -0.18, -0.24, 0.89, 0.13, 0.01, 0.09, 0.01, 0.02, 0.06, -0.01, 0.06, 0.06, -0.03, 0.06], "charge": 0, "e_above_lowest_kj_mol": 354.3, "e_tot_ev": -27678.8506, "homo_lumo_gap_ev": 7.4, "lumo_ha": -0.0140}

{"formula": "C25H37N9PSTi", "method": "the ωB97M-V functional and the def2-TZVPD basis", "symbols": ["Ti", "C", "C", "N", "C", "C", "N", "C", "C", "N", "H", "H", "H", "H", "H", "H", "H", "H", "H", "H", "H", "H", "H", "H", "H", "C", "C", "C", "N", "H", "H", "H", "H", "H", "S", "C", "N", "C", "P", "C", "C", "C", "C", "C", "C", "C", "C", "C", "C", "C", "C", "H", "H", "H", "H", "H", "H", "H", "H", "H", "H", "H", "H", "H", "N", "C", "N", "N", "C", "N", "H", "H", "H", "H"], "coordinates": [[-1.625, -1.232, -0.111], [-4.503, -2.149, -0.638], [-4.230, -2.564, 0.820], [-3.073, -1.877, 1.523], [-3.518, -0.743, 2.399], [-2.590, 0.450, 2.267], [-2.193, 0.666, 0.843], [-3.277, 1.269, -0.070], [-4.281, 0.270, -0.575], [-3.676, -1.014, -1.025], [-5.573, -1.883, -0.745], [-4.352, -3.044, -1.243], [-3.996, -3.638, 0.813], [-5.128, -2.442, 1.455], [-2.618, -2.547, 2.160], [-3.559, -1.149, 3.422], [-4.576, -0.466, 2.159], [-1.686, 0.227, 2.838], [-3.116, 1.350, 2.676], [-1.327, 1.220, 0.764], [-2.746, 1.704, -0.953], [-3.887, 2.080, 0.381], [-4.835, 0.701, -1.415], [-5.065, 0.086, 0.172], [-3.596, -1.000, -2.033], [2.147, -1.855, 3.518], [1.722, -2.978, 2.557], [0.821, -2.372, 1.609], [-0.072, -1.768, 1.127], [2.638, -2.213, 4.429], [1.297, -1.294, 3.914], [2.743, -1.122, 2.992], [1.262, -3.821, 3.042], [2.540, -3.344, 1.956], [0.432, 0.223, -3.972], [-0.312, 0.050, -2.565], [-0.895, -0.057, -1.487], [2.814, 4.816, -1.538], [1.883, 3.317, -1.025], [3.097, 2.041, -1.236], [3.263, 1.111, -0.178], [4.280, 0.169, -0.244], [5.210, 0.174, -1.292], [5.037, 1.060, -2.318], [4.001, 1.976, -2.316], [1.882, 3.721, 0.765], [3.064, 3.709, 1.484], [2.996, 4.102, 2.833], [1.827, 4.555, 3.419], [0.662, 4.652, 2.637], [0.700, 4.230, 1.346], [3.894, 4.655, -1.512], [2.534, 5.667, -0.850], [2.481, 5.113, -2.528], [2.608, 1.031, 0.710], [4.446, -0.527, 0.593], [6.009, -0.583, -1.254], [5.676, 0.998, -3.216], [3.942, 2.729, -3.047], [4.015, 3.443, 0.991], [3.850, 3.995, 3.497], [1.812, 4.758, 4.465], [-0.276, 5.030, 3.055], [-0.206, 4.264, 0.740], [-0.439, -5.777, -4.463], [-0.580, -4.605, -3.840], [-0.396, -3.507, -4.525], [-1.043, -4.679, -2.560], [-1.314, -3.710, -1.776], [-1.718, -3.015, -0.921], [-0.085, -5.839, -5.401], [-0.614, -6.643, -3.943], [-0.171, -3.573, -5.507], [-0.441, -2.584, -4.050]], "forces_ev_per_a": [[-0.7042, 0.7341, 1.9755], [-0.8201, 0.0349, 0.4974], [0.2106, -0.5983, 1.3620], [-0.8171, -0.2162, -0.0429], [-0.9809, -0.6114, -0.2322], [-0.2156, 0.7450, -0.3178], [-1.3411, 0.8445, -0.0088], [1.1881, 0.7195, -0.0239], [-0.5646, -0.6009, -0.3365], [-0.2651, 0.3411, -0.0336], [0.3379, -0.1862, 0.0611], [0.3417, 0.4320, -0.3116], [-0.0625, 0.3443, 0.0992], [0.2918, -0.0717, -0.3714], [-0.3608, 0.2275, -0.7648], [0.0858, 0.6029, -0.1082], [0.9314, -0.2477, 0.0193], [0.0545, 0.3447, -0.0995], [0.5961, -0.5711, -0.0899], [-0.7475, -0.1591, 0.1506], [-0.2123, -0.3620, 0.8835], [0.7019, -0.2241, 0.1962], [0.1214, 0.2266, 0.0810], [0.3650, -0.2483, -0.0491], [0.1240, 0.0825, -0.0920], [-0.1935, 0.0245, 0.8155], [0.6001, 0.7254, -0.1591], [-3.3318, 1.6391, -0.7408], [2.7801, -1.5592, 0.6811], [0.3281, -0.1423, -0.4988], [-0.2594, -0.2062, -0.2835], [0.4064, 0.0333, -0.0026], [-0.3056, -0.2871, 0.2170], [0.6440, -0.2806, 0.1885], [0.0201, -0.2108, -0.1421], [-2.0627, -0.1394, 3.7841], [2.9927, 1.0926, -5.1839], [-0.3738, 0.9927, 0.3454], [-1.5390, 0.9919, -0.2527], [1.4372, -1.0646, 1.1541], [-0.1290, -0.7634, -0.3793], [0.6353, 0.0397, 0.3734], [-0.2466, -1.1744, 1.0746], [0.4508, -0.0641, -1.6677], [-0.6380, -0.1679, 1.8537], [-0.0191, 0.0070, -0.2328], [-0.0173, 0.4271, 0.7650], [0.4961, -0.3470, 0.1594], [-0.4895, -0.3832, -1.0609], [0.1267, 0.3369, 1.3560], [0.1702, -0.7765, -1.3694], [-0.0686, 0.1425, 0.0021], [0.3499, -0.9463, -0.6717], [0.2565, 0.0368, -0.2424], [0.2026, 0.5198, -0.7292], [-0.2416, 0.3090, -0.4348], [-0.3353, 0.5923, -0.3081], [-0.1733, 0.2087, 0.6775], [-0.0973, 0.6360, -1.1182], [-0.5992, -0.0274, 0.5370], [0.1511, 0.1309, -0.3180], [-0.0281, 0.3313, 0.5343], [0.4012, -0.1126, -0.0498], [0.1698, -0.0028, 0.0133], [0.0559, -0.9735, 0.3251], [-1.5903, -1.0546, 2.0845], [0.2162, 1.9387, 0.2276], [1.3353, -0.4765, -1.8752], [-0.8288, 0.0569, 0.5756], [0.6486, -1.9875, -1.4696], [0.0205, -0.0380, 0.0428], [0.1352, 0.7905, -0.3827], [0.0876, 0.4009, 0.1758], [0.1909, -0.8015, -0.8338]], "lowdin_spin": [1.49, 0.00, 0.00, 0.01, 0.00, 0.01, 0.01, 0.01, 0.00, 0.01, 0.00, 0.00, 0.00, 0.00, 0.00, 0.00, 0.00, 0.00, 0.00, 0.00, 0.00, 0.00, 0.00, 0.00, 0.00, 0.01, 0.03, 0.16, 0.04, 0.00, 0.00, 0.00, 0.01, 0.00, 0.05, 0.06, -0.01, 0.00, 0.00, 0.00, 0.00, 0.00, 0.00, 0.00, 0.00, 0.00, 0.00, 0.00, 0.00, 0.00, 0.00, 0.00, 0.00, 0.00, 0.00, 0.00, 0.00, 0.00, 0.00, 0.00, 0.00, 0.00, 0.00, 0.00, 0.01, 0.01, 0.00, 0.02, 0.05, 0.00, 0.00, 0.00, 0.00, 0.00], "spin_multiplicity": 3, "s_squared": 2.02, "charge": 1, "e_above_lowest_kj_mol": 0.0, "e_tot_ev": -83171.7609, "homo_lumo_gap_ev": [5.7, 7.5], "lumo_ha": [-0.0752, -0.0753]}

{"formula": "C20H36Cl2HoN2O6P", "method": "the ωB97M-V functional and the def2-TZVPD basis", "symbols": ["O", "C", "C", "C", "H", "C", "H", "C", "H", "C", "H", "C", "H", "H", "C", "C", "H", "H", "H", "C", "C", "H", "H", "H", "H", "Ho", "Cl", "Cl", "C", "O", "N", "C", "C", "H", "H", "H", "H", "H", "H", "H", "H", "H", "C", "C", "N", "H", "C", "O", "H", "H", "H", "H", "C", "O", "P", "O", "C", "O", "C", "H", "H", "H", "H", "H", "H", "H", "H", "H"], "coordinates": [[-0.280, 1.418, -1.483], [0.147, 2.435, -2.118], [-0.887, 3.296, -2.689], [-2.102, 2.705, -3.100], [-2.116, 1.619, -3.116], [-3.246, 3.464, -3.353], [-4.165, 2.944, -3.606], [-3.201, 4.858, -3.269], [-4.111, 5.429, -3.484], [-1.983, 5.463, -2.917], [-1.978, 6.554, -2.839], [-0.820, 4.712, -2.684], [0.146, 5.194, -2.447], [1.113, 2.977, -1.829], [1.546, 1.693, -4.136], [1.800, 2.057, -2.701], [2.410, 1.543, -4.800], [0.945, 2.500, -4.567], [0.944, 0.769, -4.246], [2.707, 1.586, -1.812], [3.890, 0.684, -2.001], [2.588, 1.943, -0.788], [4.539, 1.103, -2.792], [3.620, -0.345, -2.299], [4.507, 0.561, -1.086], [-0.047, -0.015, 0.071], [-1.586, -1.401, -1.517], [0.864, 2.278, 1.033], [1.380, -2.365, -1.441], [1.614, -1.388, -0.657], [1.619, -3.640, -1.167], [2.117, -4.039, 0.154], [1.562, -4.676, -2.209], [0.867, -2.184, -2.393], [1.745, -3.331, 0.899], [3.216, -4.044, 0.166], [1.752, -5.048, 0.376], [1.088, -4.252, -3.100], [0.981, -5.546, -1.869], [2.572, -5.030, -2.470], [2.960, -0.624, 4.718], [1.768, 1.542, 5.814], [2.639, -0.168, 3.776], [1.508, 1.773, 4.779], [1.379, 0.549, 3.998], [2.460, -0.943, 3.031], [0.367, 0.403, 3.149], [0.367, -0.473, 2.224], [0.565, 2.314, 4.775], [-0.466, 1.127, 3.187], [3.405, 0.538, 3.418], [2.294, 2.408, 4.356], [-3.943, -2.951, 0.283], [-3.865, -1.865, 1.205], [-2.414, -1.183, 1.451], [-2.591, -0.280, 2.789], [-3.648, -0.370, 3.752], [-1.491, -2.463, 1.868], [-0.957, -2.709, 3.168], [-3.278, -2.840, -0.579], [-4.975, -2.929, -0.070], [-3.736, -3.898, 0.786], [-4.513, 0.181, 3.370], [-3.884, -1.417, 3.988], [-3.283, 0.181, 4.623], [-1.587, -2.320, 3.977], [-0.872, -3.796, 3.204], [0.037, -2.268, 3.246]], "forces_ev_per_a": [[-1.0783, -4.0464, 2.2344], [4.8978, 2.8204, -0.5653], [-0.3302, 1.0307, -1.2657], [0.2580, 0.2082, 0.5099], [-0.2246, 0.0979, 0.0058], [0.4870, -0.0692, -0.0638], [0.0439, 0.1462, -0.0578], [0.2880, -0.4387, 0.1557], [0.4859, -0.0322, 0.2323], [-0.0395, 0.1297, -0.4233], [0.2621, -0.3360, -0.0440], [-0.2589, -0.2929, 0.0327], [-0.7346, -0.1943, 0.0531], [-2.3333, 2.1452, 2.7579], [0.6884, 0.0828, -0.8559], [-1.4759, -3.7323, -2.0823], [0.1996, 0.0707, 0.1834], [0.1325, -0.1563, -0.1852], [0.0894, 0.4060, 0.4994], [-0.9743, 1.1317, -0.0349], [0.7191, -0.0274, -0.6494], [-0.2866, -0.1545, -0.0949], [-0.0444, -0.3721, 0.2410], [-0.1058, 0.4328, -0.0543], [-0.4730, 0.3517, -0.4432], [-0.5389, 1.7061, -1.9580], [0.1276, -0.5592, -0.5781], [0.1191, 0.0613, 0.7923], [-0.2609, 0.9137, 0.5240], [-0.1866, -1.8164, -0.6204], [0.4027, -0.1125, 0.1889], [0.0826, 0.1165, -0.1895], [-0.1342, 0.1253, 0.0385], [0.3503, 0.0107, 0.0069], [0.1090, -0.1568, -0.1413], [-0.2635, 0.0058, 0.0483], [0.0400, 0.2491, -0.0519], [0.1014, -0.1342, 0.1804], [0.0920, 0.4133, -0.0066], [-0.2474, 0.2334, 0.1251], [0.0327, 0.1009, -0.1591], [0.0109, -0.0900, -0.0350], [-0.2899, -0.0447, 0.0682], [-0.1514, -0.0222, 0.1800], [0.0687, 0.2208, -0.3570], [0.1615, 0.0984, 0.0729], [0.5033, -0.1762, -1.5174], [0.2067, 0.8272, 1.9714], [0.0130, 0.0408, -0.0742], [0.3871, -0.4304, 0.4758], [-0.2814, -0.2494, 0.0718], [-0.2116, -0.1011, -0.0581], [-0.5704, -0.4466, -0.5281], [0.7830, 0.7110, 0.7782], [0.5799, 0.8461, -0.3722], [-0.5477, -0.6782, -0.0459], [0.1043, 0.2563, 0.0509], [-0.3312, 0.0766, 0.3085], [0.0239, -0.6310, -0.0869], [-0.0929, 0.1262, 0.3426], [0.0960, -0.2247, -0.0064], [-0.0345, 0.0909, 0.0632], [-0.0488, -0.3893, 0.0481], [-0.0801, 0.4245, 0.0094], [-0.1151, -0.3361, 0.0791], [0.0527, -0.1875, -0.2277], [-0.0627, 0.0687, 0.4624], [-0.1913, -0.1385, 0.0411]], "lowdin_spin": [-0.01, 0.00, 0.00, 0.00, 0.00, 0.00, 0.00, 0.00, 0.00, 0.00, 0.00, 0.00, 0.00, 0.00, 0.00, 0.00, 0.00, 0.00, 0.00, 0.00, 0.00, 0.00, 0.00, 0.00, 0.00, 4.04, -0.01, -0.01, 0.00, -0.01, 0.00, 0.00, 0.00, 0.00, 0.00, 0.00, 0.00, 0.00, 0.00, 0.00, 0.00, 0.00, 0.00, 0.00, 0.00, 0.00, 0.00, 0.00, 0.00, 0.00, 0.00, 0.00, 0.00, 0.00, 0.00, 0.00, 0.00, 0.00, 0.00, 0.00, 0.00, 0.00, 0.00, 0.00, 0.00, 0.00, 0.00, 0.00], "spin_multiplicity": 5, "s_squared": 6.00, "charge": 0, "e_tot_ev": -96722.9714, "homo_lumo_gap_ev": [5.2, 5.2], "lumo_ha": [0.0060, 0.0060]}

Q: charge of number 1 (C4H11NO2)?
A: 0